{
  "formula": "C46H138N25O15P7",
  "method": "the ωB97M-V functional and the def2-TZVPD basis",
  "symbols": ["C", "N", "C", "P", "O", "N", "C", "C", "N", "C", "C", "H", "H", "H", "H", "H", "H", "H", "H", "H", "H", "H", "H", "H", "H", "H", "H", "H", "H", "C", "N", "C", "P", "O", "N", "C", "C", "N", "C", "C", "H", "H", "H", "H", "H", "H", "H", "H", "H", "H", "H", "H", "H", "H", "H", "H", "H", "H", "C", "N", "C", "P", "O", "N", "C", "C", "N", "C", "C", "H", "H", "H", "H", "H", "H", "H", "H", "H", "H", "H", "H", "H", "H", "H", "H", "H", "H", "C", "N", "C", "P", "O", "N", "C", "C", "N", "C", "C", "H", "H", "H", "H", "H", "H", "H", "H", "H", "H", "H", "H", "H", "H", "H", "H", "H", "H", "C", "N", "C", "P", "O", "N", "C", "C", "N", "C", "C", "H", "H", "H", "H", "H", "H", "H", "H", "H", "H", "H", "H", "H", "H", "H", "H", "H", "H", "C", "N", "C", "P", "O", "N", "C", "C", "N", "C", "C", "H", "H", "H", "H", "H", "H", "H", "H", "H", "H", "H", "H", "H", "H", "H", "H", "H", "H", "C", "N", "C", "P", "O", "N", "C", "C", "N", "C", "C", "H", "H", "H", "H", "H", "H", "H", "H", "H", "H", "H", "H", "H", "H", "H", "H", "H", "H", "C", "N", "O", "O", "H", "H", "H", "C", "N", "O", "O", "H", "H", "H", "C", "N", "O", "O", "H", "H", "H", "C", "N", "O", "O", "H", "H", "H"],
  "xyz": [[3.94635, 7.09157, 0.08095], [3.58057, 5.92305, 0.96106], [3.61637, 6.22871, 2.38085], [2.30048, 5.02742, 0.28151], [2.08554, 5.29302, -1.13188], [2.71034, 3.59324, 0.91145], [4.10374, 3.13412, 1.20043], [1.67899, 2.62171, 0.77112], [0.87083, 5.37090, 1.07147], [0.68580, 5.02629, 2.44722], [-0.22871, 6.17104, 0.46765], [3.26465, 8.00961, 0.32812], [3.82315, 6.82085, -1.00134], [5.00299, 7.36969, 0.12507], [4.67894, 6.35531, 2.64588], [3.38564, 5.40624, 2.98589], [3.10034, 7.13750, 2.69756], [4.85602, 3.34337, 0.43996], [4.40362, 3.42371, 2.20042], [4.00660, 2.01567, 1.32593], [0.71282, 3.01035, 0.47996], [1.83019, 1.75391, 0.10370], [1.46004, 2.21210, 1.80752], [-0.17044, 4.35613, 2.61605], [1.53207, 4.41269, 2.73922], [0.61616, 5.95937, 3.00000], [-1.20167, 5.71172, 0.63219], [0.02030, 6.34000, -0.59412], [-0.41358, 7.15694, 0.99798], [2.34678, -3.94519, 1.25354], [3.03351, -2.58091, 1.24345], [3.77962, -2.16444, 0.10122], [3.13031, -1.70097, 2.66842], [4.26778, -0.77710, 2.70759], [1.70156, -0.86676, 3.07174], [1.86822, 0.31700, 3.97830], [0.39593, -1.49746, 3.13083], [3.27359, -2.95550, 3.81316], [4.42489, -3.83065, 3.57044], [2.82221, -2.85598, 5.12959], [1.56116, -4.03887, 0.46493], [1.95208, -4.29857, 2.16216], [3.15557, -4.57736, 1.05437], [4.81649, -2.51344, 0.17743], [3.88594, -1.12466, -0.00476], [3.43518, -2.61954, -0.87977], [2.79618, 0.83433, 3.82554], [1.08647, 0.97416, 3.58218], [1.72983, 0.14773, 5.05297], [-0.41224, -0.74600, 3.17441], [0.30703, -2.03713, 2.18821], [0.30849, -2.13495, 4.03695], [5.30072, -3.49525, 4.15870], [4.14152, -4.85620, 3.87509], [4.75219, -3.87898, 2.54436], [1.86572, -2.40527, 5.14544], [3.44674, -2.26105, 5.82405], [2.70416, -3.84902, 5.46596], [6.13433, -5.07688, -5.81663], [4.90200, -5.17325, -5.05664], [3.65933, -5.64134, -5.77629], [4.87030, -5.02720, -3.44462], [3.43985, -5.20271, -2.98515], [6.02877, -5.97121, -2.69937], [6.59511, -7.18711, -3.28867], [5.85574, -5.95607, -1.25054], [5.38074, -3.48080, -2.97153], [4.45640, -2.38297, -3.30784], [6.79991, -3.03947, -2.76972], [6.41563, -6.05422, -6.12953], [6.94708, -4.62341, -5.21509], [6.01103, -4.44761, -6.70658], [3.94910, -6.46097, -6.49056], [3.14461, -4.86588, -6.33796], [2.87744, -6.04997, -5.10753], [7.57395, -7.40663, -2.90803], [5.92095, -8.04752, -3.12547], [6.68339, -7.02211, -4.38583], [5.14725, -6.74979, -1.10290], [6.76746, -6.24340, -0.75446], [5.42915, -5.03639, -0.91585], [4.60881, -1.61691, -2.49872], [4.70168, -2.03878, -4.33074], [3.41456, -2.79569, -3.20803], [7.38180, -3.85934, -2.21865], [6.83924, -2.15513, -2.11480], [7.28656, -2.85567, -3.70090], [3.25080, 1.22100, -4.67504], [3.30831, 2.63710, -4.33489], [3.44956, 2.91406, -2.85770], [2.87952, 3.87027, -5.38183], [2.49479, 3.26308, -6.71088], [1.81894, 4.89872, -4.54441], [0.66232, 4.34013, -3.87639], [1.71655, 6.36419, -4.78224], [4.17513, 4.90437, -5.58906], [4.99856, 4.52034, -6.68630], [4.94098, 5.26136, -4.39237], [2.74625, 0.66357, -3.87482], [4.27851, 0.90659, -4.86535], [2.62599, 1.06175, -5.61731], [2.68732, 2.36164, -2.26121], [3.24947, 3.97215, -2.72062], [4.45923, 2.66198, -2.48205], [0.72828, 3.31601, -3.52616], [0.37509, 4.96518, -3.05440], [-0.16435, 4.42567, -4.55647], [1.82848, 6.94049, -3.83981], [2.52431, 6.60345, -5.46120], [0.77387, 6.62829, -5.30573], [5.64420, 3.57175, -6.51338], [4.42093, 4.23312, -7.55763], [5.60317, 5.36861, -6.95103], [5.47008, 4.39847, -3.95366], [4.23633, 5.63373, -3.65142], [5.64244, 5.97487, -4.70552], [-3.86689, -0.53678, 1.74528], [-2.69286, -0.62019, 0.72760], [-2.30120, -1.96952, 0.45407], [-1.73620, 0.68116, 0.40653], [-0.90045, 1.14899, 1.54034], [-0.79905, 0.22575, -0.96516], [0.54764, -0.41826, -0.78800], [-1.52218, -0.41865, -2.09627], [-2.82749, 1.87904, -0.04124], [-3.96157, 1.63395, -0.89925], [-2.21989, 3.18211, -0.15172], [-4.28501, 0.45401, 1.68685], [-3.55749, -0.75454, 2.74652], [-4.59074, -1.29831, 1.43337], [-2.64902, -2.65949, 1.21219], [-1.19231, -2.10411, 0.28277], [-2.72193, -2.32112, -0.47791], [1.04052, -0.02783, 0.06212], [0.38468, -1.46659, -0.70076], [1.04697, -0.17449, -1.77957], [-2.60048, -0.33957, -2.08541], [-1.25805, -0.05145, -3.13050], [-1.37007, -1.52201, -2.13556], [-3.62219, 1.41577, -1.88848], [-4.62418, 0.87345, -0.60053], [-4.52947, 2.56953, -1.02235], [-1.57384, 3.41764, -1.00248], [-1.68539, 3.35667, 0.73508], [-2.98254, 3.94023, -0.12449], [-4.81588, -4.23005, 1.00107], [-4.33962, -5.56022, 1.44634], [-4.76692, -6.55074, 0.50184], [-2.69605, -5.68925, 1.90550], [-1.64147, -5.35651, 0.92057], [-2.66012, -4.67441, 3.22887], [-3.80434, -4.14033, 3.98671], [-1.42677, -4.11226, 3.70686], [-2.49918, -7.28682, 2.46572], [-3.36114, -7.86674, 3.46328], [-1.77088, -8.17010, 1.58485], [-5.90725, -4.22887, 0.95248], [-4.43127, -3.94779, 0.04684], [-4.50189, -3.38601, 1.68368], [-4.27520, -6.50404, -0.48411], [-5.82012, -6.33918, 0.28962], [-4.71468, -7.59232, 0.89367], [-3.95931, -3.06999, 3.85835], [-4.70512, -4.60319, 3.74627], [-3.67942, -4.44093, 5.03800], [-1.57816, -3.17106, 4.18081], [-0.81954, -4.75763, 4.39058], [-0.75729, -3.90382, 2.80780], [-2.75650, -8.07119, 4.31350], [-4.22324, -7.19597, 3.79343], [-3.72481, -8.81159, 3.07960], [-1.22792, -7.54931, 0.92003], [-2.41874, -8.91019, 1.12019], [-0.96527, -8.68308, 2.13011], [-4.58073, 6.24916, -1.27576], [-5.49632, 6.60653, -0.22198], [-6.78157, 7.09923, -0.72984], [-5.27638, 6.01102, 1.34498], [-3.82642, 5.88949, 1.62842], [-6.17398, 6.94527, 2.36436], [-5.51452, 8.12839, 3.03114], [-7.58552, 6.84916, 2.65721], [-6.09256, 4.54173, 1.45429], [-6.89258, 3.95749, 0.32243], [-6.32782, 3.86273, 2.73041], [-3.57140, 6.09663, -0.83937], [-4.50763, 7.05881, -2.01901], [-4.83365, 5.31806, -1.72999], [-6.56950, 7.63213, -1.68493], [-7.16766, 7.90120, -0.01686], [-7.58272, 6.40509, -0.98255], [-5.57149, 9.01639, 2.40408], [-6.01870, 8.16597, 3.98466], [-4.51699, 7.93307, 3.14362], [-7.89719, 5.86421, 2.25995], [-7.77009, 6.79495, 3.77254], [-8.24124, 7.64870, 2.30999], [-7.93011, 3.89106, 0.58571], [-6.80851, 4.64801, -0.60081], [-6.47603, 2.95692, 0.03466], [-7.33098, 3.94687, 3.02330], [-5.81392, 4.45191, 3.45503], [-6.00354, 2.76692, 2.67172], [-2.10614, -1.69119, 6.82959], [-3.03165, -1.07523, 5.84514], [-4.14084, -0.73330, 6.10554], [-2.53504, -0.84120, 4.75840], [-1.80521, -0.91693, 7.55056], [-1.27601, -2.05903, 6.18062], [-2.68912, -2.44106, 7.36684], [0.41810, -6.09545, -1.72732], [-0.49085, -5.04414, -2.24511], [-0.35986, -3.90260, -1.86874], [-1.40924, -5.44815, -2.99642], [0.35015, -5.88471, -0.67343], [1.36882, -5.99496, -2.18923], [-0.10813, -7.04164, -1.79923], [-3.62644, -5.14251, -5.07286], [-4.08864, -4.94707, -3.62778], [-4.27532, -3.81338, -3.23064], [-4.30904, -5.93008, -2.93740], [-2.59346, -5.03273, -5.06595], [-4.17653, -4.47065, -5.78919], [-3.87168, -6.20114, -5.29265], [-1.84546, 2.33445, 4.03491], [-1.85641, 1.96615, 5.51334], [-2.86225, 2.07608, 6.15692], [-0.81000, 1.48337, 5.88965], [-0.91415, 2.65727, 3.79244], [-2.71128, 2.92347, 3.64704], [-1.96869, 1.38561, 3.51121]],
  "atomic_forces_ev_per_a": [[-1.15, 0.43, -0.10], [-0.17, 1.37, -1.96], [1.98, 0.79, -0.70], [0.10, 1.56, 2.46], [0.29, 0.01, -1.67], [1.22, -0.27, -0.99], [-1.56, -1.94, 0.35], [-1.10, -2.45, 2.00], [-0.86, 0.50, -0.92], [0.00, -0.47, 0.03], [0.66, 0.65, 0.58], [1.28, -1.40, -0.50], [-0.34, 0.15, 1.16], [-0.08, -0.01, 0.72], [-0.11, 0.43, -0.12], [-1.00, -1.22, 0.66], [-0.36, -0.06, -0.17], [-0.25, 0.25, 0.08], [0.29, 0.61, 0.01], [0.25, 0.95, -0.45], [0.04, 0.53, -0.21], [0.63, 0.58, 0.18], [0.19, -0.02, -1.19], [-0.26, 0.52, -0.15], [0.13, 0.29, 0.46], [-0.15, -0.18, 0.70], [-0.02, -0.60, -0.36], [-0.39, -0.08, 0.55], [0.81, -0.70, -0.50], [0.36, 2.09, -2.23], [-2.52, -0.36, 2.12], [0.79, -2.24, -1.64], [-0.97, -0.71, 0.99], [0.55, 0.66, -0.55], [1.61, 0.24, 0.67], [-1.16, -0.19, -1.24], [0.35, 0.30, 0.11], [0.77, 0.43, -3.27], [-0.08, -0.23, 1.40], [0.43, 0.83, 0.96], [0.67, 0.29, 0.44], [-0.53, 0.46, 1.40], [0.99, -1.61, -0.77], [0.23, -0.17, 0.02], [-0.39, 1.50, 0.01], [-0.19, 0.54, 1.32], [0.60, -0.18, -0.20], [-0.06, 0.24, 0.65], [-0.15, -0.34, -0.19], [0.48, -0.17, -0.13], [-0.40, -0.45, 0.25], [-0.15, 0.03, -0.65], [-0.28, -0.24, -0.10], [0.29, 0.29, -0.01], [-0.22, 0.27, -0.40], [-1.04, 0.52, 0.08], [0.14, -0.34, -0.18], [-0.09, -1.20, 1.04], [-0.20, 1.11, 0.10], [-1.14, -0.56, -1.15], [0.70, -1.07, -0.12], [-1.43, 1.26, 2.06], [1.41, -0.14, -0.27], [0.45, 0.74, -0.93], [-1.45, 0.49, -0.96], [-0.09, -1.46, -0.89], [0.79, -0.19, 0.16], [0.06, -0.62, 0.89], [-0.71, -1.95, 1.51], [0.58, -0.82, -0.50], [-0.49, -0.35, -0.18], [-0.07, -0.07, 0.13], [-0.19, 0.73, 0.56], [0.41, 0.41, -0.12], [0.93, 0.26, 0.02], [0.49, 0.00, 0.39], [0.34, 0.08, -0.01], [-0.01, -0.33, 0.86], [-0.62, -0.42, 0.96], [0.50, 0.27, 0.27], [-0.01, 0.63, 0.27], [-0.27, -0.26, -1.17], [-0.50, 0.39, 0.49], [0.94, 0.62, -0.40], [-0.86, 1.08, -0.89], [-0.22, -0.18, -0.38], [0.50, 0.41, -0.73], [-0.90, 0.36, -1.52], [-0.62, 0.58, 1.80], [-0.27, -0.24, -1.00], [-1.18, -0.33, -1.05], [0.13, 0.77, 1.69], [0.96, -0.35, -0.05], [-0.44, 0.44, -0.42], [0.12, -0.91, -0.18], [-0.35, -0.47, 0.61], [1.23, -1.69, -0.80], [-1.23, -1.24, 0.00], [0.39, 0.00, -0.03], [-0.15, -0.65, 0.14], [0.99, 0.33, 1.14], [0.43, 0.17, -0.45], [0.08, -0.06, 0.35], [-0.38, 0.02, -0.23], [0.46, -0.12, -0.11], [0.22, 0.29, 0.81], [-0.79, -0.37, -0.53], [-0.20, -0.44, -0.43], [0.15, 0.34, 0.00], [0.29, -0.20, 0.46], [-0.57, 1.47, 0.15], [-0.34, 0.25, 0.03], [0.69, 0.22, -0.17], [-0.04, 0.13, -0.18], [0.24, 0.31, 0.12], [1.04, 1.24, -0.05], [1.46, -0.30, -2.20], [-2.06, 0.51, 1.67], [1.53, -0.72, -0.94], [0.23, -0.43, -0.60], [0.23, 0.03, -0.53], [-0.85, -0.38, 0.49], [-1.48, 1.40, -2.41], [0.37, -0.57, -0.99], [0.50, -0.91, 0.38], [0.54, 1.69, -0.85], [-0.58, 0.67, -0.29], [-0.26, 0.30, 0.05], [0.42, -0.05, 0.54], [-0.04, 0.38, -0.04], [0.35, 0.03, 0.38], [-1.12, 0.16, 0.64], [-0.40, -0.22, -0.38], [0.57, 0.37, 0.75], [0.34, -1.05, 0.01], [0.04, -0.49, 1.39], [-0.23, 0.39, 0.57], [0.30, 0.05, 1.17], [0.28, 0.63, 0.21], [0.06, -0.31, -1.00], [-0.60, -1.06, 0.75], [0.09, -0.20, 0.37], [0.04, -0.56, -0.29], [1.07, 0.22, 1.12], [-0.59, 0.30, -0.10], [0.32, 0.73, 1.52], [1.22, 0.90, 0.47], [-0.78, -1.25, -0.81], [-0.85, -0.19, 0.99], [-0.10, -0.14, -0.05], [-1.17, 0.48, 0.34], [1.19, -0.72, 0.63], [2.38, -0.80, -1.79], [-0.36, 2.16, -1.24], [-0.81, 0.85, -0.01], [0.45, -0.57, 1.35], [0.05, -0.13, 0.07], [0.29, -0.04, -0.99], [-0.40, -1.27, -0.46], [0.15, 0.02, 0.33], [-0.01, -0.25, 0.04], [0.13, 0.75, -0.12], [0.38, 0.18, 0.15], [-1.48, -0.90, -0.92], [0.19, 0.62, 0.04], [-0.38, 0.70, 0.32], [-0.64, 0.18, -0.29], [-0.74, -0.30, 1.16], [0.31, -0.36, 1.12], [1.14, -0.82, -0.71], [-0.51, -0.26, 0.02], [0.14, 0.36, -1.16], [-0.02, -0.06, -0.35], [-0.33, -0.27, 0.16], [1.65, 0.39, 0.70], [-0.97, -0.17, 0.34], [0.26, 2.29, 0.49], [-0.40, -1.03, -0.77], [-0.56, 0.50, 0.26], [0.89, 1.90, 0.82], [-2.51, -1.06, -1.38], [-0.23, -1.67, 0.94], [-1.13, -0.60, -1.61], [2.16, 1.17, -0.98], [1.76, -0.62, -1.41], [-0.54, 0.23, -0.23], [-0.13, -0.33, 0.19], [-0.37, -0.75, -0.80], [-0.09, -0.23, 0.64], [0.22, -1.16, -0.85], [0.09, -0.41, 0.36], [-0.51, 0.29, 0.26], [0.09, 0.74, 0.33], [2.59, -0.67, 0.50], [-0.35, 0.74, 0.05], [0.39, 0.06, -0.93], [0.29, 0.13, -0.47], [-0.65, -0.19, 0.22], [-0.08, -1.37, 1.57], [-0.52, 0.73, 0.33], [-1.81, -0.31, 0.22], [0.87, -0.17, 0.87], [-0.31, 1.52, 0.33], [0.05, -0.27, -0.11], [0.99, 1.02, -0.82], [-1.40, -0.33, 1.27], [0.60, -0.28, -0.68], [0.01, -0.13, -0.51], [-0.59, 0.13, 1.09], [0.33, -0.15, -0.15], [-1.65, 0.13, 1.09], [-1.88, -0.76, -1.17], [0.14, -0.34, -0.32], [1.49, 0.97, 0.93], [0.85, 0.20, 0.58], [0.94, 0.01, -0.24], [0.27, -0.07, -0.76], [-2.68, -1.04, -0.02], [-0.75, 0.18, 0.15], [0.35, -0.01, -0.46], [0.37, 0.15, -0.82], [1.77, 0.51, -0.04], [0.67, -0.45, 1.17], [0.17, 0.70, 0.08], [-3.52, -1.46, 0.27], [0.32, 0.35, -2.12], [-0.56, 0.10, 0.55], [0.22, -0.12, 0.67], [2.52, 1.24, -0.54], [0.81, 0.05, 1.05], [0.21, -0.17, 0.27]],
  "mulliken_charge": [-0.75, 0.19, -1.24, 0.75, -0.71, 1.67, -1.11, -1.53, 0.39, -1.40, -0.48, 0.27, 0.00, 0.35, 0.38, 0.36, 0.31, 0.30, 0.29, 0.17, 0.17, 0.29, -0.04, 0.22, 0.16, 0.49, 0.03, 0.04, 0.27, -1.79, 1.29, -1.65, 0.19, -0.99, 1.09, -1.03, 1.20, 0.45, -1.12, -0.80, 0.32, 0.40, 0.63, 0.39, 0.39, 0.31, 0.38, -0.09, 0.28, -0.78, -0.46, -0.13, 0.32, 0.36, 0.23, 0.03, 0.20, 0.35, -1.34, 0.51, -0.97, -0.20, -0.58, 0.32, -0.79, -1.01, 0.83, -1.36, -1.10, 0.47, 0.32, 0.33, 0.30, 0.29, 0.26, 0.34, 0.30, 0.15, 0.40, 0.37, 0.15, 0.31, 0.35, 0.31, 0.30, 0.35, 0.36, -0.85, 0.54, -0.59, 0.61, -0.92, 0.47, -1.24, -1.02, 0.10, -1.04, -0.87, 0.00, 0.33, 0.39, 0.14, -0.16, 0.36, 0.26, 0.18, 0.57, 0.16, 0.39, 0.35, 0.23, 0.40, 0.35, 0.17, 0.09, 0.60, -0.50, 0.89, -0.21, -0.81, -0.17, 1.16, 0.02, -0.94, 1.10, -0.95, -0.25, 0.15, -0.11, 0.38, 0.09, -0.71, 0.29, -0.76, 0.36, 0.08, 0.26, 0.21, 0.22, 0.35, 0.43, -0.10, 0.31, -0.37, -0.15, -0.39, 0.18, -0.93, 0.25, -0.55, 0.40, -1.08, -0.07, 0.25, -1.13, -0.69, 0.55, 0.30, -0.39, 0.26, 0.43, 0.25, 0.16, 0.54, 0.39, -0.41, 0.20, -0.18, 0.35, 0.22, 0.43, -0.11, 0.34, 0.36, -0.66, 0.20, -0.95, -0.01, -0.75, 0.43, -1.11, -0.94, 0.93, -0.77, -1.20, -0.09, 0.46, 0.32, 0.38, 0.26, 0.31, 0.25, 0.38, 0.35, 0.19, 0.35, 0.32, 0.27, 0.17, 0.07, 0.41, 0.41, 0.09, -0.67, 0.82, -0.58, -0.20, 0.31, 0.11, 0.33, -0.47, 1.14, -0.59, -0.61, 0.02, 0.13, 0.32, -0.77, 1.00, -0.56, -0.52, 0.29, 0.26, 0.30, -0.40, 1.07, -0.64, -0.58, 0.08, 0.29, 0.05],
  "homo_lumo_gap_ev": 8.32,
  "energy_ha": -6722.310400,
  "homo_ev": -8.0,
  "charge": 0
}